The following is a quantum chemistry calculation of CH2FN in the gas phase, from OMol25.

As for the calculated total energy: -5274.71809 eV. The net charge is 0. The value obtained for the LUMO energy is 0.019 Ha. The SMILES is [H]/N=C/F. The value obtained for the HOMO-LUMO gap is 10.956 eV.

Last column: natural (NBO) charge in e.
Cartesian coordinates (Å):
F  0.354  -0.915  1.347  -0.277
C  0.375  -0.161  0.303  0.458
H  -0.908  0.600  -1.180  0.335
N  -0.906  -0.106  -0.457  -0.682
H  1.086  0.581  -0.014  0.167

The following is a quantum chemistry calculation of CHLiO2Y as an isolated structure, from OMol25.

As for the calculated total energy: -6378.78777 eV. The net charge is +2. The value obtained for the LUMO energy (alpha / beta) is -0.359 / -0.370 Ha. The value obtained for the HOMO-LUMO gap (alpha / beta) is 6.495 / 10.810 eV. Its spin multiplicity is 2.

Last column: natural (NBO) charge in e.
Cartesian coordinates (Å):
Li  -1.035  0.076  0.333  0.929
Y  2.630  0.487  0.658  1.844
O  0.463  1.059  0.540  -1.342
O  -3.670  -1.804  -0.993  -0.351
C  -2.839  -1.179  -0.568  0.404
H  0.315  1.998  0.679  0.517

The following is a quantum chemistry calculation of C18H27BNaO9P3Se2 as an isolated structure, from OMol25.

As for the calculated total energy: -201194.95509 eV. The net charge is -2. The value obtained for the LUMO energy is 0.142 Ha. The value obtained for the HOMO-LUMO gap is 4.835 eV.

Last column: natural (NBO) charge in e.
Cartesian coordinates (Å):
C  6.288  -0.536  -1.150  -0.245
Se  -2.090  1.409  -1.882  0.303
O  -0.164  -3.474  -1.319  -1.166
H  2.995  -2.290  0.846  0.505
H  -2.417  -5.151  1.516  0.204
H  2.365  -3.448  -1.089  0.490
H  0.327  1.569  -2.326  0.265
H  4.853  -0.769  0.469  0.229
C  6.633  0.175  -2.292  -0.248
C  -3.704  0.777  2.096  -0.943
H  -1.021  4.201  -1.546  0.196
H  -4.329  2.520  -2.087  0.212
H  0.584  4.187  -2.272  0.227
O  3.773  2.497  -2.254  -0.724
H  -0.560  2.524  -3.521  0.197
C  5.140  -0.220  -0.420  -0.244
C  5.842  1.231  -2.753  -0.296
H  -1.652  0.263  4.242  0.224
C  -2.379  -3.031  1.758  -0.230
H  -3.189  3.673  -1.380  0.208
P  0.555  -2.361  -0.663  2.544
B  2.780  2.414  -1.205  0.477
O  1.005  -3.096  3.371  -1.175
O  1.226  -0.708  2.448  -1.236
Na  0.661  0.402  0.708  0.878
H  -1.382  4.880  0.750  0.177
C  -4.160  -2.951  -0.370  -0.221
C  4.710  1.537  -2.029  0.290
H  -3.454  1.672  2.671  0.226
H  6.095  1.788  -3.646  0.203
H  -4.521  0.243  2.589  0.205
H  -3.171  3.357  -3.131  0.201
H  -1.956  3.186  0.641  0.198
H  -2.786  -1.115  4.172  0.200
C  -0.127  3.595  -1.699  -0.595
H  -4.026  -5.094  -0.367  0.193
C  -1.905  -0.658  3.713  -0.951
C  -2.815  -4.207  1.166  -0.187
H  7.527  -0.099  -2.841  0.190
C  -3.710  -4.173  0.108  -0.223
H  -0.996  3.719  2.040  0.198
H  -1.043  -1.320  3.803  0.280
O  0.528  -2.628  0.939  -1.151
C  -3.312  2.908  -2.146  -0.821
O  2.891  -2.535  1.780  -1.035
O  0.242  -0.925  -0.930  -1.224
C  -3.721  -1.774  0.214  -0.232
H  -4.829  -2.913  -1.222  0.194
H  6.916  -1.357  -0.824  0.196
C  4.368  0.824  -0.881  0.233
O  3.223  1.331  -0.367  -0.709
H  -4.030  1.112  1.111  0.226
C  -1.140  3.835  0.964  -0.911
O  2.171  -2.512  -0.972  -1.033
H  -4.044  -0.825  -0.196  0.201
C  -0.454  2.319  -2.452  -0.575
P  -2.173  -0.236  1.950  0.841
P  1.383  -2.189  2.263  2.545
C  -2.838  -1.798  1.295  -0.241
Se  0.648  3.327  0.066  0.214
H  -1.634  -3.082  2.543  0.245

The following is a quantum chemistry calculation of C4H7ORu as an isolated structure, from OMol25.

As for the calculated total energy: -8870.37536 eV. The net charge is +1. The value obtained for the LUMO energy (alpha / beta) is -0.189 / -0.232 Ha. The value obtained for the HOMO-LUMO gap (alpha / beta) is 5.960 / 7.985 eV. Its spin multiplicity is 7.

Last column: natural (NBO) charge in e.
Cartesian coordinates (Å):
H  -0.188  2.089  0.747  0.254
Ru  2.002  0.460  2.740  0.829
C  0.594  -0.969  -0.963  -0.360
H  0.300  1.555  -0.703  0.342
C  0.010  -0.127  0.604  0.405
H  -1.488  -1.434  -0.332  0.265
H  0.856  -2.012  -0.742  0.253
O  0.693  -0.324  1.707  -0.800
C  -0.878  -0.644  -0.782  -0.369
H  -1.406  -0.149  -1.607  0.287
H  -1.182  0.851  1.076  0.408
C  -0.365  1.214  0.105  -0.760
H  1.052  -0.512  -1.851  0.244

The following is a quantum chemistry calculation of a 2-piece molecular cluster, C2H3NO3 overall, from OMol25.

As for the calculated total energy: -9754.37118 eV. The net charge is 0. The value obtained for the LUMO energy is 0.026 Ha. The value obtained for the HOMO-LUMO gap is 10.877 eV.

Last column: natural (NBO) charge in e.
Cartesian coordinates (Å):
C  -2.246  0.314  0.322  0.475
N  0.435  -1.004  0.292  -0.806
O  1.884  0.027  -1.007  -0.676
C  0.978  0.055  -0.050  0.811
H  -0.328  -0.995  0.934  0.343
O  -2.938  -0.248  -0.371  -0.477
O  0.592  1.261  0.417  -0.702
H  1.717  -0.703  -1.649  0.518
H  -0.094  1.292  1.112  0.513

The following is a quantum chemistry calculation of a 3-piece molecular cluster, C56H64BClFO9 overall, from OMol25.

As for the calculated total energy: -93455.02875 eV. The net charge is -1. The value obtained for the LUMO energy is 0.015 Ha. The value obtained for the HOMO-LUMO gap is 5.827 eV.

Last column: Mulliken charge in e.
Cartesian coordinates (Å):
H  1.285  -6.012  3.826  0.527
C  2.297  -4.764  2.383  -0.857
H  -4.306  -1.750  7.030  0.410
C  -4.318  -0.766  1.404  1.184
B  -2.346  -2.282  0.299  1.565
C  10.451  -0.688  1.392  -0.442
C  -4.265  8.429  -6.335  -0.479
C  -3.855  -1.377  6.112  -1.331
O  -5.064  4.829  -4.378  -0.680
C  4.629  3.782  1.921  -0.598
H  -0.196  0.290  1.637  -0.092
C  0.605  -2.678  4.007  -0.219
C  -3.926  5.036  -4.746  0.685
H  10.079  -2.612  0.514  0.395
H  0.177  -5.018  2.919  0.016
O  8.648  2.870  2.633  -0.679
H  -3.762  -0.818  -0.673  0.572
H  -1.821  -6.945  1.014  0.481
C  -1.702  -1.710  4.759  -0.758
C  -3.060  -3.459  1.201  -0.567
Cl  -5.932  -1.426  0.895  -0.278
C  5.724  1.344  1.167  0.020
H  1.337  -3.298  -1.340  0.206
O  -2.774  4.193  2.132  -0.583
C  -0.087  -1.914  -0.435  2.698
H  -3.604  4.286  1.665  0.329
H  -4.588  1.243  0.720  0.199
H  -1.188  -3.771  4.435  0.622
C  -4.576  7.240  -5.699  -0.570
C  -3.272  -0.901  0.298  -0.814
H  -5.578  0.820  2.102  0.611
O  -0.012  0.606  -0.375  0.054
H  6.573  4.254  2.689  0.473
C  1.905  -4.983  0.919  -1.446
H  -0.068  1.453  -3.823  0.497
H  -4.099  -3.496  0.871  0.689
C  9.899  0.516  1.793  -0.550
H  -3.221  -3.727  -4.656  0.545
C  0.672  -4.162  0.491  1.727
F  -1.591  -0.941  -2.176  0.104
H  1.943  -2.531  0.098  0.589
C  -1.412  -2.645  -4.126  -1.183
H  2.751  -4.643  0.316  0.423
C  1.040  -2.947  -0.354  -1.995
H  -3.304  -3.040  -3.055  -0.077
C  -2.546  -4.807  1.034  -0.396
O  -0.085  5.719  -6.120  -0.689
H  0.118  -3.835  1.358  -1.097
H  -0.952  -1.141  5.303  0.606
C  -4.356  -0.798  -4.983  -0.448
C  -1.119  -2.129  -1.621  -0.041
H  0.377  -2.759  -3.025  0.378
H  1.658  -0.546  -0.430  -0.123
C  1.159  -5.023  3.383  -0.169
H  -1.921  2.017  0.316  -0.054
H  3.777  0.883  0.395  0.873
O  -2.101  -2.874  -1.045  -0.897
H  0.451  3.505  -5.096  0.465
C  -1.415  2.460  1.173  0.588
H  2.802  3.048  1.056  0.567
H  11.510  -0.866  1.526  0.395
H  -3.833  1.134  2.368  0.185
H  -5.133  -0.101  -5.111  0.473
C  7.958  2.045  2.067  0.629
C  7.739  -0.224  1.018  0.007
C  -1.737  3.956  1.177  -0.651
H  -0.846  4.518  1.439  0.265
C  -1.543  4.279  -4.957  0.043
H  -4.001  -1.184  2.353  -0.248
C  0.333  0.949  0.935  0.172
H  -4.125  2.731  -3.389  0.632
H  1.758  -6.040  0.715  0.433
C  -0.550  3.336  -4.723  -0.999
H  -1.230  -2.873  2.933  -1.394
H  0.915  -1.798  4.570  0.883
C  -1.206  5.523  -5.695  0.706
C  -3.125  2.901  -3.764  -1.222
H  3.105  -5.461  2.608  0.462
H  0.057  -4.790  -0.143  0.315
H  -3.110  -3.227  2.263  0.135
H  -1.811  1.972  2.065  0.104
H  -2.158  -1.037  4.032  0.024
H  7.669  -2.195  0.182  0.495
C  -2.841  4.055  -4.484  0.175
H  -1.024  -3.334  -4.878  0.551
C  -2.960  8.681  -6.745  -0.469
H  -3.498  -0.368  6.296  0.315
H  -4.630  -1.357  5.351  0.267
C  -2.934  -2.863  -4.062  0.216
C  1.249  -3.977  4.520  -1.540
H  -2.211  -2.703  6.577  0.410
H  0.914  -2.499  2.979  -0.286
H  -1.157  -1.663  -4.499  0.335
H  4.198  4.730  2.218  0.411
H  -0.956  7.928  -6.855  0.465
H  2.684  -3.754  2.508  0.306
C  3.843  2.836  1.271  -0.467
C  5.961  3.517  2.187  -0.686
C  -1.971  7.736  -6.533  -0.493
C  8.542  0.751  1.614  0.165
O  -0.949  -1.836  0.641  0.447
C  -4.578  0.743  1.685  -1.307
H  0.725  -0.489  -1.892  0.236
C  -2.279  6.539  -5.900  0.164
C  8.295  -1.437  0.632  -0.482
C  -2.127  1.970  -3.524  -0.434
C  -0.681  -2.980  -2.835  -1.317
H  10.521  1.277  2.244  0.462
C  -2.732  -2.332  5.695  -0.563
H  2.307  -3.768  4.676  0.442
C  -0.945  -2.813  3.978  0.772
C  9.647  -1.668  0.819  -0.500
H  -2.589  -0.057  0.391  -0.748
H  -5.039  9.166  -6.510  0.391
C  6.517  2.303  1.805  0.504
C  -3.583  6.296  -5.469  0.128
H  -3.176  -3.199  5.211  0.398
O  -0.014  2.276  1.148  -0.446
H  -2.716  9.617  -7.232  0.389
H  -2.346  1.074  -2.958  1.078
C  -3.677  -1.728  -4.589  -0.632
C  -0.842  2.186  -4.009  -0.357
H  0.769  -4.343  5.421  0.438
C  -2.173  -5.957  0.963  -0.703
H  1.398  0.815  1.148  0.114
H  -5.589  7.044  -5.375  0.474
C  0.631  -0.580  -0.813  -2.001
C  6.290  0.026  0.773  0.486
H  -0.723  -4.032  -2.579  0.308
O  5.595  -0.824  0.260  -0.684
H  -2.108  4.225  0.193  0.223
C  4.389  1.619  0.899  -0.784

The following is a quantum chemistry calculation of C4H8O2 in the gas phase, from OMol25.

As for the calculated total energy: -8371.69993 eV. The net charge is 0. The value obtained for the LUMO energy is 0.037 Ha. The SMILES is CCOCC=O. The value obtained for the HOMO-LUMO gap is 10.777 eV.

Last column: natural (NBO) charge in e.
Cartesian coordinates (Å):
H  -2.642  0.366  -0.721  0.214
H  -2.215  -0.708  0.625  0.216
C  -2.023  -0.487  -0.429  -0.623
C  1.219  0.996  0.352  -0.172
H  -2.315  -1.356  -1.027  0.215
C  1.885  -0.213  0.990  0.409
H  1.353  -0.594  1.889  0.110
O  2.888  -0.739  0.576  -0.506
O  -0.173  0.816  0.305  -0.526
C  -0.552  -0.187  -0.624  -0.067
H  0.045  -1.099  -0.464  0.163
H  1.404  1.873  0.984  0.213
H  1.664  1.171  -0.639  0.186
H  -0.343  0.158  -1.650  0.169

The calculation returns the following F_max values, one per record and in order: 11.41, 2.78, 0.61, 6.14, 2.85, 3.81, 0.51 eV/Å.